[1]
Below is 29 unconnected molecules or ions with the total composition C5H68BClN3O31S in a non-equilibrium geometry, with properties calculated with ωB97M-V/def2-TZVPD.

Output
- LUMO (eV) = -4.31
- total energy (eV) = -98260.025

```
! RIJCOSX wB97M-V def2-TZVPD def2/J DEFGRID3
* xyz 1 1
C 4.090 2.385 1.117
B 2.997 2.464 -0.062
O 3.416 2.468 -1.395
N 1.537 2.577 0.367
C 0.702 1.578 0.271
N -0.644 1.862 0.707
C -1.525 0.755 0.194
C -0.445 -0.372 -0.014
Cl -1.122 -1.337 -1.396
N 0.894 0.259 -0.250
S 1.908 -0.830 0.672
C 1.481 -2.592 0.319
O 1.772 -0.658 2.141
O 3.351 -0.686 0.317
H 3.581 2.681 2.068
H 4.416 1.330 1.247
H 4.934 3.075 0.941
H 3.997 1.700 -1.473
H 1.157 3.442 0.743
H -0.871 2.634 0.066
H -2.209 0.963 -0.641
H -2.088 0.404 1.106
H -0.517 -0.908 0.956
H 0.641 -2.911 0.974
H 1.118 -2.708 -0.725
H 2.373 -3.233 0.419
O -0.045 -4.213 2.407
H -0.608 -4.987 2.519
H 0.024 -3.843 3.292
O 2.010 3.173 4.320
H 1.368 2.951 3.643
H 2.095 2.364 4.843
O -0.780 -1.992 -5.184
H -1.293 -2.809 -5.089
H -0.765 -1.621 -4.302
O -2.805 -4.196 -4.364
H -3.313 -5.017 -4.273
H -2.807 -3.829 -3.477
O 2.199 2.400 -4.011
H 1.653 1.623 -3.866
H 2.308 2.787 -3.132
O -4.927 -5.581 -3.321
H -5.503 -6.291 -3.024
H -5.537 -4.875 -3.581
O 2.701 -1.423 4.758
H 2.310 -2.121 5.291
H 2.234 -1.466 3.910
O -6.597 -3.368 -2.440
H -6.785 -2.447 -2.235
H -7.011 -3.859 -1.713
O 5.236 0.647 4.001
H 4.667 -0.116 4.139
H 5.322 1.035 4.879
O 6.353 3.570 4.610
H 5.416 3.535 4.831
H 6.545 2.690 4.266
O 1.802 -2.114 -2.624
H 1.137 -1.806 -3.247
H 2.568 -2.316 -3.176
O 4.815 6.092 2.953
H 5.265 5.438 3.504
H 3.908 5.777 2.908
O 4.019 -3.424 -1.938
H 3.878 -2.727 -1.288
H 4.979 -3.489 -2.009
O -8.745 -1.809 -3.852
H -8.265 -2.634 -3.699
H -8.277 -1.397 -4.592
O 4.029 6.257 0.408
H 4.731 6.693 0.911
H 3.477 6.981 0.098
O -7.506 0.430 -5.287
H -8.287 0.964 -5.106
H -6.814 1.077 -5.450
O -1.652 3.458 3.633
H -1.043 2.907 3.131
H -1.090 4.160 3.995
O -2.083 0.301 3.238
H -2.190 1.237 3.434
H -2.503 -0.148 3.988
O -0.850 6.417 3.996
H -1.574 7.017 4.197
H -0.111 6.998 3.789
O 3.438 -4.814 -4.335
H 2.931 -5.624 -4.230
H 3.454 -4.427 -3.449
O -4.304 0.226 4.789
H -5.118 -0.288 4.772
H -4.568 1.091 4.460
O 8.152 1.489 5.677
H 8.742 0.929 5.164
H 8.725 2.176 6.030
O 4.403 -5.414 -7.333
H 3.898 -6.224 -7.230
H 4.414 -5.031 -6.447
O 1.380 1.338 6.901
H 0.445 1.292 7.121
H 1.584 0.460 6.557
O 1.381 7.553 1.735
H 1.964 6.999 1.204
H 1.963 8.239 2.081
O -8.838 -4.120 -0.872
H -9.415 -4.830 -0.573
H -9.445 -3.422 -1.142
O -2.235 -0.917 -7.525
H -1.764 -1.547 -6.963
H -3.108 -1.303 -7.632
O -10.485 -3.827 -5.649
H -9.818 -4.314 -6.139
H -10.001 -3.093 -5.251
*
```

***

[2]
Below is a molecular structure, CH3N2OP in a non-equilibrium geometry, with properties calculated with ωB97M-V/def2-TZVPD.

Output
- ΔE to the lowest compared entry with this formula, charge and spin (kcal per mole) = 77.6
- LUMO (eV) = -1.55
- total energy (eV) = -15398.884

```
! RIJCOSX wB97M-V def2-TZVPD def2/J DEFGRID3
* xyz 0 1
C -0.761 0.134 -0.678
N 0.511 0.755 -0.187
N -0.382 -0.880 0.201
O 1.450 -0.962 1.945
P 0.253 -0.181 1.664
H -1.631 0.887 -0.400
H -0.772 -0.185 -1.828
H 1.332 0.433 -0.717
*
```

***

[3]
Below is a molecular structure, C12H6Cl5F9IrOS, with properties calculated with ωB97M-V/def2-TZVPD.

Output
- expectation value of S² = 6.031
- LUMO (alpha / beta) (eV) = -3.04 / -6.94
- total energy (eV) = -115323.371

```
! RIJCOSX wB97M-V def2-TZVPD def2/J DEFGRID3
* xyz 1 5
Ir 0.568 0.415 0.079
Cl 3.198 -0.833 -0.106
C 2.608 -0.979 1.526
C 1.375 -0.357 1.723
C 0.762 -0.465 2.975
Cl -0.755 0.308 3.181
C 1.382 -1.164 4.002
Cl 0.637 -1.283 5.533
C 2.629 -1.774 3.769
Cl 3.394 -2.630 5.020
C 3.256 -1.693 2.509
Cl 4.754 -2.449 2.207
F -1.000 -0.363 -3.532
C -0.898 -1.231 -2.532
F -1.131 -2.446 -2.986
F 0.404 -1.181 -2.121
C -1.806 -0.836 -1.334
O -1.237 0.248 -0.697
C -3.212 -0.394 -1.832
F -4.034 -0.224 -0.804
F -3.726 -1.301 -2.657
F -3.117 0.767 -2.481
C -1.910 -2.016 -0.322
F -2.646 -3.014 -0.788
F -2.420 -1.595 0.829
F -0.673 -2.479 -0.060
C 0.533 3.763 0.035
S 1.305 2.510 -1.011
C 0.279 2.643 -2.492
H -0.535 3.578 0.133
H 0.708 4.738 -0.417
H 1.017 3.726 1.008
H 0.412 3.647 -2.890
H -0.765 2.449 -2.256
H 0.645 1.916 -3.212
*
```

***

[4]
Below is a molecular structure, C42H40BrIN6O3PbS, with properties calculated with ωB97M-V/def2-TZVPD.

Output
- ΔE to the lowest compared entry with this formula, charge and spin (kcal per mole) = 4.9
- LUMO (eV) = -0.56
- total energy (eV) = -153512.415

```
! RIJCOSX wB97M-V def2-TZVPD def2/J DEFGRID3
* xyz 0 1
Pb 0.581 1.131 -0.214
Br 5.615 -3.311 3.613
C 4.877 -1.757 2.831
C 3.639 -1.825 2.211
C 3.104 -0.682 1.638
C 3.813 0.512 1.672
C 5.044 0.573 2.314
C 5.581 -0.565 2.897
N 3.185 1.623 1.066
C 3.839 2.533 0.494
C 3.116 3.651 -0.148
C 3.815 4.736 -0.638
C 3.105 5.769 -1.241
C 1.732 5.652 -1.335
C 1.122 4.509 -0.824
N 1.799 3.533 -0.233
H 3.092 -2.757 2.183
H 2.139 -0.712 1.135
H 5.574 1.513 2.397
H 6.536 -0.524 3.402
H 4.931 2.529 0.386
H 4.893 4.771 -0.547
H 3.619 6.638 -1.630
H 1.130 6.417 -1.805
H 0.052 4.367 -0.897
C -9.767 -2.233 4.859
C -8.585 -1.636 4.129
O -8.668 -0.673 3.421
S -7.064 -2.520 4.464
C -5.883 -1.559 3.570
C -5.856 -1.575 2.179
C -4.960 -0.783 1.488
C -4.065 0.054 2.167
C -4.070 0.024 3.566
C -4.976 -0.760 4.258
C -3.174 0.911 1.455
C -2.431 1.647 0.848
H -10.645 -2.173 4.219
H -9.950 -1.637 5.753
H -9.586 -3.265 5.157
H -6.544 -2.214 1.640
H -4.944 -0.791 0.406
H -3.361 0.640 4.105
H -4.983 -0.756 5.340
O -0.777 0.322 -2.210
C -0.192 1.167 -2.924
O 0.617 2.015 -2.456
C -0.418 1.151 -4.408
C 0.011 0.059 -5.151
C -0.157 0.043 -6.528
C -0.769 1.114 -7.165
C -1.210 2.201 -6.421
C -1.025 2.224 -5.046
H 0.474 -0.780 -4.643
H 0.188 -0.806 -7.104
H -0.908 1.100 -8.238
H -1.694 3.035 -6.913
H -1.358 3.074 -4.463
C 0.086 -4.300 -2.972
C -0.460 -3.554 -1.769
N 0.205 -2.274 -1.617
C 1.557 -2.138 -1.893
N 2.099 -0.994 -1.657
C 3.484 -0.757 -2.031
C 4.036 -1.781 -3.011
C 3.662 -3.159 -2.498
N 2.216 -3.242 -2.386
C 1.572 -4.494 -2.752
H -0.085 -3.705 -3.873
H -0.399 -5.269 -3.100
H -0.304 -4.163 -0.871
H -1.530 -3.369 -1.851
H -0.317 -1.454 -1.909
H 4.106 -0.765 -1.125
H 3.555 0.250 -2.452
H 5.118 -1.684 -3.115
H 3.584 -1.638 -3.997
H 4.139 -3.340 -1.526
H 3.992 -3.945 -3.178
H 1.734 -5.250 -1.972
H 2.051 -4.864 -3.663
C -1.425 2.450 0.237
H -1.083 3.265 0.876
H -1.676 2.798 -0.767
I -0.752 -1.562 2.276
C -0.250 0.135 3.396
C -0.513 0.165 4.760
C -0.110 1.287 5.461
C 0.544 2.312 4.788
C 0.760 2.169 3.430
N 0.356 1.098 2.744
H -1.003 -0.667 5.246
H -0.297 1.358 6.525
H 0.872 3.204 5.303
H 1.272 2.933 2.855
*
```

***

[5]
Below is 2 unconnected molecules or ions with the total composition C3H2N in a non-equilibrium geometry, with properties calculated with ωB97M-V/def2-TZVPD.

Output
- ΔE to the lowest compared entry with this formula, charge and spin (kcal per mole) = 195.4
- LUMO (alpha / beta) (eV) = -8.44 / -9.40
- total energy (eV) = -4613.213

```
! RIJCOSX wB97M-V def2-TZVPD def2/J DEFGRID3
* xyz 1 1
C 1.878 -0.302 -0.162
C -2.397 -0.700 -0.139
C 0.910 0.476 0.062
N -0.120 1.067 0.303
H 2.707 -0.771 0.071
H -2.977 0.231 -0.135
*
```

***

[6]
Below is a single C3H4N2O molecule, with properties calculated with ωB97M-V/def2-TZVPD.

Output
- SMILES = Oc1cn[nH]c1
- ΔE to the lowest compared entry with this formula, charge and spin (kcal per mole) = 36.5
- LUMO (eV) = 0.82
- total energy (eV) = -8202.304

```
! RIJCOSX wB97M-V def2-TZVPD def2/J DEFGRID3
* xyz 0 1
O 2.042 -0.190 -0.282
C 0.742 0.115 0.033
C -0.057 1.153 -0.499
N -1.340 0.927 -0.256
N -1.359 -0.195 0.482
C -0.126 -0.715 0.694
H 1.919 -0.811 -1.014
H 0.260 2.042 -1.031
H -2.215 -0.720 0.542
H 0.062 -1.592 1.296
*
```